ORCA calculation (ωB97M-V with the def2-TZVPD basis set) on a cluster of 13 separate species, C77H187N13O18 in total in a non-equilibrium geometry.

Properties
**Kohn-Sham gap**: 8.6 eV
**E_HOMO**: -8.16 eV
**Lowest unoccupied orbital energy**: 0.5 eV
**Energy**: -5111.50669 a.u.

```
295
Properties=species:S:1:pos:R:3:forces:R:3:mulliken_charge:R:1
C -5.74447 -2.47040 -5.31543 -0.281 -0.082 -0.316 -2.07
C -4.90330 -1.57846 -4.44814 0.137 -0.051 -0.464 1.31
C -5.41328 -1.56261 -3.00961 0.658 0.405 0.842 0.45
C -5.31519 -2.97774 -2.38669 -0.780 0.896 -2.690 -2.20
C -3.87965 -3.41801 -2.40151 -0.449 1.060 0.513 -0.26
C -3.19944 -3.29054 -3.77513 0.648 -0.467 -0.537 2.42
N -3.50898 -2.03057 -4.45593 0.745 1.761 -0.484 1.20
O -3.01870 -2.00709 -5.88384 -2.211 -2.138 1.922 -0.48
C -1.66510 -3.27020 -3.60021 0.265 -0.739 -2.242 -0.40
C -3.59232 -4.51454 -4.64030 4.131 -0.469 -1.286 -2.02
C -4.97149 -0.16181 -4.95854 0.913 1.168 -0.519 -1.35
H -6.72547 -2.02208 -5.26631 -0.774 -0.580 -0.059 0.48
H -5.66190 -3.51611 -5.01758 -0.715 0.327 0.021 0.32
H -5.42383 -2.42443 -6.34934 0.190 0.135 -0.194 0.33
H -4.69207 -0.92050 -2.39260 -0.794 -0.608 -0.768 -0.83
H -6.40808 -1.01179 -2.94969 0.956 -1.094 -0.117 0.45
H -5.93755 -3.71380 -2.89827 -0.118 0.158 -0.405 0.62
H -5.78071 -2.88335 -1.47478 -0.442 -0.193 2.697 0.62
H -3.88558 -4.45038 -2.12792 0.536 -0.756 0.313 0.55
H -3.44191 -2.83602 -1.57842 0.760 -0.167 -0.446 -0.42
H -1.25647 -4.17846 -3.17181 -0.255 -0.171 0.437 -0.29
H -1.20848 -3.27649 -4.65416 -0.693 0.211 1.375 -0.25
H -1.28639 -2.40169 -3.08073 -0.145 0.259 0.252 -0.11
H -2.72614 -5.29244 -4.54298 -1.601 1.076 -0.068 0.14
H -4.48722 -5.00040 -4.46721 -1.881 -0.850 0.871 0.60
H -3.58788 -4.23951 -5.71541 0.102 -0.049 0.637 0.36
H -4.59131 -0.07975 -6.02115 -0.024 0.021 1.335 0.32
H -4.41427 0.47174 -4.20795 -0.325 -0.327 -1.282 -0.11
H -5.99406 0.22809 -5.01514 -0.043 -0.254 0.257 0.50
H -2.38929 -1.31512 -5.90296 1.345 1.402 0.477 0.28
C 1.81523 0.86999 2.19657 -0.294 -0.705 -0.559 -1.78
C 0.97861 0.74255 0.86451 0.359 0.469 0.988 2.24
C 1.33712 -0.61006 0.23155 -2.624 0.085 0.435 -1.45
C 0.41871 -0.91956 -0.95983 0.173 -1.009 0.160 2.57
C -1.05675 -0.77352 -0.64638 -0.515 -0.310 1.410 0.59
C -1.41354 0.57721 0.07565 0.487 0.727 -0.109 1.53
N -0.47350 0.86744 1.20270 0.659 -1.779 0.050 1.07
O -0.68823 2.15688 1.72631 -0.355 1.034 0.003 -0.60
C -1.43767 1.71386 -0.97163 -0.028 0.558 -0.669 -1.08
C -2.79748 0.56013 0.67680 -1.852 -1.058 -0.732 -1.01
C 1.45572 1.89870 -0.02216 0.854 0.157 1.242 -1.74
H 1.68474 1.86860 2.58131 0.033 0.327 0.313 0.53
H 2.89466 0.69501 2.01944 -0.476 0.173 -0.210 0.22
H 1.51984 0.12476 2.95068 -0.242 0.225 -0.265 -0.31
H 2.31673 -0.46166 -0.10499 1.721 -0.229 -0.498 1.13
H 1.28799 -1.41281 0.98502 0.030 0.264 -0.195 -0.85
H 0.64256 -1.94303 -1.35864 -0.381 0.780 0.363 -0.12
H 0.63472 -0.23839 -1.74442 0.507 0.706 -0.969 -0.84
H -1.31010 -1.66556 -0.00060 -0.264 1.036 -0.464 -0.26
H -1.68851 -0.78606 -1.56257 0.374 -0.231 0.590 -1.25
H -2.31605 1.74550 -1.62228 -0.144 -0.817 -0.056 0.01
H -1.52385 2.70033 -0.53348 0.349 0.161 0.696 1.04
H -0.58132 1.76667 -1.64164 0.013 -0.265 0.037 -0.64
H -3.46523 0.05207 -0.10093 0.582 0.438 1.033 -0.18
H -2.90674 -0.00155 1.64749 0.302 0.624 -0.946 -0.31
H -3.19945 1.58705 0.73576 0.236 -0.420 0.447 0.16
H 2.52537 1.94051 0.12607 0.613 0.031 -0.214 0.80
H 1.10860 2.82869 0.39970 -0.376 0.368 -0.023 0.62
H 1.28114 1.89070 -1.06662 -0.425 -0.335 -0.924 -0.65
H -1.08230 2.15253 2.62579 0.365 -0.916 -0.839 0.30
C -0.34176 -4.42526 0.89440 0.253 -1.776 -1.371 -1.81
C -1.14760 -5.78882 0.66729 1.305 0.177 0.686 2.89
C -0.41401 -6.93964 1.46087 0.091 1.361 -1.543 -0.93
C -1.25598 -8.10350 1.90832 0.435 2.148 2.057 -1.02
C -2.53264 -7.58927 2.57266 0.536 -1.107 -0.473 -1.37
C -3.36606 -6.80013 1.65082 -0.026 3.087 -1.032 1.63
N -2.42997 -5.56089 1.37782 -0.123 -1.137 -0.030 -0.18
O -3.05278 -4.66994 0.50920 -1.434 0.418 -1.035 0.08
C -3.82152 -7.45188 0.38124 -0.623 -1.523 -0.144 -1.43
C -4.63466 -6.22822 2.32181 0.034 0.410 -1.269 -1.97
C -1.19729 -6.05338 -0.84172 0.257 -0.162 0.357 -1.75
H -0.37090 -4.25274 1.93807 -0.296 0.855 1.036 0.80
H -0.71581 -3.64516 0.23655 -0.414 0.174 0.420 -0.93
H 0.72531 -4.48381 0.62294 -0.203 -0.532 -0.022 0.31
H 0.40960 -7.32911 0.83264 -0.063 0.471 0.418 0.27
H -0.04586 -6.39621 2.31827 0.542 -0.215 0.499 0.27
H -0.64348 -8.55971 2.67466 -0.002 -0.733 0.114 0.53
H -1.38288 -8.74674 1.10810 -0.708 -1.552 -1.412 0.46
H -2.33188 -6.96027 3.41082 0.584 0.495 0.687 0.47
H -3.06726 -8.41431 2.96499 -0.856 -1.022 0.359 0.44
H -4.47262 -6.76486 -0.17609 0.334 -0.394 -0.050 0.19
H -3.02418 -7.84215 -0.21856 0.492 0.317 -0.491 0.38
H -4.35250 -8.41110 0.59713 -0.253 0.853 0.158 0.38
H -5.32107 -5.72879 1.55065 0.918 -0.832 1.233 0.21
H -5.11514 -7.03685 2.84028 -0.652 -0.465 -0.018 0.49
H -4.37991 -5.52006 3.08350 0.267 0.649 0.408 0.41
H -1.78628 -5.36048 -1.43462 -0.132 0.072 0.249 -0.09
H -1.51177 -7.05282 -1.03470 -0.535 -0.735 -0.302 0.51
H -0.19246 -6.05772 -1.24071 0.436 0.341 0.002 0.35
H -3.30270 -3.90039 1.00942 -0.086 0.384 0.587 0.21
C 0.77410 6.32988 -0.15266 -1.130 0.686 1.319 0.12
O 0.35018 6.56347 -1.46122 0.316 0.173 0.016 -0.42
C -0.92273 6.05743 -1.67109 -0.804 0.082 -1.639 0.16
C -1.24809 6.22203 -3.22183 0.249 -1.656 1.976 -0.72
N -0.47068 5.23870 -3.93877 1.062 -0.113 -1.206 0.23
C -1.17784 4.09065 -4.47341 -0.529 0.466 -0.881 1.39
C -2.28838 4.42254 -5.47352 -1.210 -0.357 0.397 -0.50
O -1.70425 4.92947 -6.63438 -0.489 0.548 -0.311 -0.31
C -2.63305 5.49647 -7.56068 1.033 0.319 0.212 -0.82
H 1.62556 6.95796 0.06296 0.187 0.296 -0.082 -0.08
H 1.08723 5.30243 0.01829 -0.206 -0.380 -0.015 -0.09
H -0.08387 6.61152 0.57326 1.307 -0.518 -0.792 0.30
H -1.67198 6.51782 -1.02659 -0.165 0.795 0.037 0.56
H -1.00371 5.01051 -1.34254 0.279 -0.315 -0.584 -0.30
H -1.00660 7.18871 -3.61621 -0.047 0.752 0.301 0.49
H -2.30163 5.99442 -3.35406 -0.369 0.375 0.032 0.11
H 0.08364 5.66325 -4.69590 -0.507 -0.278 0.628 0.39
H -1.65575 3.52559 -3.70033 -0.083 -0.436 0.861 -0.70
H -0.45987 3.45582 -4.98030 0.170 -0.226 0.064 -1.06
H -3.01681 5.14012 -5.01423 0.555 -0.096 -0.362 0.29
H -2.95210 3.54641 -5.72225 0.753 0.257 0.258 0.38
H -3.33215 4.75072 -7.95560 0.288 -0.036 -0.207 0.30
H -1.93899 5.93780 -8.29487 -0.827 -0.295 -0.243 0.25
H -3.24072 6.31468 -7.14100 0.244 -0.186 0.256 0.30
C 3.31550 -2.82128 2.63067 1.529 -0.227 -0.525 -0.14
O 3.61937 -3.35939 3.93104 -0.703 -0.144 -1.640 0.01
C 3.11424 -4.67456 3.98926 0.177 -0.661 1.399 0.01
C 3.21362 -5.06877 5.44736 1.282 -2.347 0.016 -1.23
N 2.61534 -4.08785 6.33185 0.055 -2.299 1.147 0.02
C 2.54052 -4.68547 7.73721 -2.790 3.031 -1.503 -0.87
C 1.67469 -3.61542 8.54494 0.406 -0.965 -2.085 -0.39
O 2.36308 -2.39132 8.62814 0.780 -0.029 0.636 -0.31
C 1.79549 -1.53195 9.61758 -1.850 -2.668 -0.483 -0.79
H 3.75638 -1.78444 2.59420 -0.686 -1.029 -0.018 -0.12
H 2.22466 -2.85642 2.49525 0.315 0.295 -0.210 0.16
H 3.84511 -3.47273 1.81241 -0.987 1.090 1.251 0.21
H 3.61234 -5.38698 3.30333 0.292 0.394 0.300 0.46
H 2.05537 -4.85138 3.81557 -0.579 1.109 -0.753 -0.20
H 4.28192 -5.36319 5.69173 -0.665 0.705 -0.013 0.30
H 2.70831 -6.08328 5.54063 0.117 1.219 0.058 0.45
H 3.18360 -3.26581 6.32094 0.308 0.559 0.208 0.17
H 3.44798 -4.81587 8.24819 1.617 -0.198 0.443 0.38
H 2.02495 -5.64831 7.62684 -0.047 0.356 0.271 0.44
H 1.43043 -4.01953 9.48896 -0.186 -0.345 1.487 0.57
H 0.73530 -3.42733 7.99583 0.135 -0.291 0.070 0.09
H 1.89596 -1.92621 10.64937 0.099 0.069 -0.480 0.29
H 0.71208 -1.49778 9.35710 0.414 0.463 0.534 0.31
H 2.23384 -0.60239 9.52936 0.924 1.947 -0.178 0.29
C 0.56353 -7.66681 -4.50387 -0.744 1.928 -0.088 -0.94
O 0.43904 -6.36269 -3.82921 0.120 -1.202 -0.245 -0.10
C 1.35661 -5.43141 -4.39371 0.971 -0.550 -0.576 -1.17
C 1.57282 -4.26920 -3.43659 -1.237 -0.239 0.281 1.07
N 2.88955 -3.67966 -3.45795 0.694 -1.264 -2.149 -0.33
C 2.96323 -2.51014 -2.69648 -1.526 1.708 0.052 0.69
C 4.13783 -1.63737 -2.99488 0.607 1.928 0.217 -0.94
O 4.25786 -1.23010 -4.36224 -0.762 -0.169 -0.029 -0.23
C 5.48464 -0.61576 -4.72162 -0.313 -0.108 -0.735 -1.03
H 0.83164 -7.42493 -5.54432 0.323 -0.613 0.293 0.38
H -0.42240 -8.12255 -4.54867 -0.114 0.009 0.266 0.26
H 1.24515 -8.32818 -3.97361 0.306 0.134 -0.164 0.26
H 0.92883 -5.11364 -5.38924 0.898 -0.200 0.722 0.30
H 2.36952 -5.94706 -4.46047 -1.013 0.611 -0.502 0.48
H 1.42914 -4.76204 -2.45489 -0.117 0.626 -0.083 -0.05
H 0.75493 -3.51641 -3.61232 0.774 -0.480 0.437 -0.42
H 3.20344 -3.46984 -4.41251 -0.425 -0.293 0.302 0.41
H 2.89715 -2.81481 -1.66346 0.468 0.318 0.794 0.47
H 2.04098 -1.86779 -2.82554 0.631 -0.328 -0.163 -1.04
H 5.07472 -2.03982 -2.74502 1.307 -1.280 0.580 0.82
H 4.09918 -0.71084 -2.37847 -0.358 -0.341 -0.127 0.17
H 5.91379 0.04983 -3.98019 -0.274 0.212 0.473 0.37
H 5.26705 -0.02621 -5.63049 0.197 -0.255 0.379 0.26
H 6.25670 -1.35106 -4.95917 -0.055 -0.201 -0.013 0.30
C 10.14094 1.25352 2.86626 -0.346 0.401 -0.051 -0.81
O 9.43955 0.09928 3.25807 0.651 -0.137 -0.760 -0.12
C 10.07351 -0.56115 4.31290 0.264 -0.407 0.216 -0.75
C 9.30967 -1.88841 4.51974 1.528 1.756 0.460 -0.55
N 7.97146 -1.62851 4.87617 -1.959 -0.226 0.845 -0.31
C 6.96712 -2.50367 4.25690 1.693 1.115 0.057 -1.04
C 6.81943 -2.13052 2.82595 -0.883 0.031 -0.604 -0.30
O 6.22633 -0.83200 2.77668 0.799 0.053 -0.843 -0.38
C 6.27885 -0.22127 1.46380 0.341 -0.782 1.360 -0.54
H 9.67208 1.49394 1.89936 0.663 0.432 0.314 0.19
H 11.25122 1.17176 2.83635 -0.598 -0.546 -0.450 0.30
H 9.98857 2.04416 3.60953 -0.305 0.250 -0.134 0.34
H 10.02092 0.14902 5.17018 0.179 -0.806 0.107 0.35
H 11.15856 -0.76796 4.07362 -0.905 0.167 0.224 0.41
H 9.82241 -2.37724 5.32158 0.433 -0.706 0.653 0.42
H 9.46020 -2.48471 3.63881 -0.115 -0.346 -0.746 0.29
H 7.69061 -0.68095 4.71985 0.121 0.462 -0.234 0.28
H 6.03289 -2.47488 4.74105 -1.159 0.340 0.778 0.26
H 7.35373 -3.47364 4.40902 0.219 -1.485 -0.278 0.41
H 6.20001 -2.83680 2.29182 -0.561 -0.397 -0.237 0.42
H 7.77204 -2.17526 2.32424 0.638 0.437 -0.253 0.48
H 5.47842 -0.62736 0.89194 -0.934 -0.246 -0.734 0.30
H 7.20053 -0.44541 0.89374 -0.075 0.356 0.617 0.33
H 6.10372 0.82814 1.65754 0.220 0.285 -0.326 0.01
C -5.43610 3.06726 2.70418 -0.903 1.533 -0.832 -0.39
O -4.80816 4.00268 3.56852 -0.002 -0.407 -0.009 -0.21
C -5.61594 4.34381 4.70265 1.482 0.310 0.321 -0.89
C -4.85204 5.41064 5.53494 -1.574 -0.541 -1.349 -0.37
N -5.01373 6.65327 4.79186 0.768 0.947 -0.322 -0.34
C -4.40359 7.83027 5.44015 0.325 -0.948 -0.315 -0.75
C -5.11899 8.29911 6.68062 0.567 0.489 0.835 -0.57
O -4.87926 7.43616 7.79609 -0.322 -0.429 0.498 -0.29
C -5.38853 7.85887 9.08991 0.057 0.568 -1.953 -0.73
H -4.90104 2.97698 1.74333 0.345 -0.089 0.750 -0.16
H -6.41943 3.47781 2.37962 0.194 -0.215 0.306 0.31
H -5.62886 2.11462 3.16448 0.198 -0.596 0.302 0.33
H -5.89682 3.46754 5.26605 0.214 -0.566 0.375 0.42
H -6.51337 4.80093 4.37511 -1.132 0.527 -0.504 0.43
H -3.83245 5.07226 5.66949 0.461 0.049 0.249 0.24
H -5.36509 5.58938 6.47934 0.285 -0.443 0.129 0.35
H -4.69614 6.57980 3.80901 -0.099 -0.131 1.027 0.25
H -4.40212 8.62895 4.69987 -0.165 0.200 0.102 0.43
H -3.34336 7.69559 5.73571 -0.188 -0.242 -0.173 0.34
H -6.17407 8.44377 6.47680 -0.403 -0.021 0.110 0.32
H -4.63868 9.25614 6.92780 -0.375 0.253 0.006 0.45
H -4.89251 7.27589 9.85358 0.114 -0.005 0.034 0.23
H -6.47024 7.76306 9.15488 -0.212 -0.415 -0.045 0.30
H -5.21277 8.93017 9.17407 0.383 0.152 0.428 0.30
C 0.00051 -0.07048 6.01330 -0.245 -0.683 1.886 -1.52
C -0.44546 -1.44567 5.53441 -1.704 -0.102 -0.307 0.56
C -1.80263 -1.33435 4.69633 2.219 -1.191 -0.224 0.30
O -2.85118 -1.00537 5.51558 -0.390 0.499 1.329 -0.42
C -4.09312 -1.14855 4.90276 -0.591 0.408 0.416 -0.51
N 0.55239 -1.98192 4.61894 -1.535 0.281 -0.394 -0.03
H 0.07284 0.60392 5.19895 0.045 0.698 -0.905 0.22
H 0.98578 -0.13486 6.49625 -0.080 -0.061 -0.168 0.41
H -0.67052 0.35590 6.79387 0.217 -0.337 -0.688 0.35
H -0.75108 -2.13717 6.38447 0.768 0.730 -0.571 0.01
H -1.96146 -2.36842 4.22670 0.108 1.255 0.199 0.23
H -1.62943 -0.55085 3.94036 -0.128 -0.373 -0.288 -0.29
H -4.12250 -0.57502 3.97149 -0.164 -0.141 -0.180 0.12
H -4.89130 -0.77531 5.57564 0.583 -0.080 -0.267 0.28
H -4.27588 -2.20326 4.74420 -0.247 -0.406 -0.472 0.25
H 0.37452 -2.95604 4.47463 0.234 -0.525 -0.093 0.02
H 1.48993 -1.85212 4.89877 0.985 -0.001 0.640 -0.04
C 5.81592 7.50376 -1.42148 0.570 0.450 1.490 -1.76
C 4.99644 6.78869 -0.34018 -0.459 1.238 0.608 1.25
C 5.66929 5.95676 0.73159 -0.514 0.496 1.335 -0.99
O 4.68992 5.07672 1.32134 -0.481 1.012 -1.026 -0.19
C 5.09674 4.23458 2.36723 -0.382 -0.519 -0.538 -0.61
N 4.18745 7.92172 0.26488 1.255 -0.497 -1.853 -0.74
H 5.11895 7.85590 -2.16414 -0.004 0.164 -0.283 0.37
H 6.65100 6.99964 -1.84929 0.263 -1.165 -0.591 0.43
H 6.34598 8.34843 -0.96055 -0.454 0.285 -0.055 0.45
H 4.40431 6.04495 -0.85074 -0.967 0.125 -0.196 -0.10
H 6.18142 6.56295 1.51077 -0.410 -0.076 -0.167 0.32
H 6.41334 5.38697 0.28368 1.613 -1.422 -0.918 0.46
H 5.76877 3.43278 1.93863 0.072 0.934 0.895 0.22
H 4.17436 3.65382 2.66730 0.935 0.915 0.084 0.07
H 5.49290 4.90948 3.16557 0.084 -1.217 -0.145 0.32
H 4.84720 8.52362 0.73819 0.313 0.280 -0.190 0.28
H 3.64028 7.59784 0.99706 -1.501 -1.088 1.520 0.26
C -4.59844 4.36632 -2.04009 -0.569 -0.130 1.170 -0.81
C -5.61941 3.25590 -1.75628 -0.530 -0.562 -1.925 0.39
C -6.96730 3.63626 -2.41814 0.194 -0.226 1.118 -1.05
O -7.95352 2.62323 -2.39441 0.152 -0.260 0.086 -0.39
C -8.26659 2.22108 -1.06707 0.503 0.750 -0.943 -0.64
N -5.12897 2.04839 -2.45265 -0.104 0.157 -0.294 0.29
H -4.77176 5.32411 -1.52597 -0.184 -0.335 -0.047 0.47
H -4.70210 4.50710 -3.09629 0.479 0.308 -0.721 0.19
H -3.59931 4.02947 -1.77130 0.129 -0.016 -0.175 -0.06
H -5.79600 2.95624 -0.75513 0.050 0.554 1.448 0.30
H -6.74788 3.77407 -3.46306 -0.131 0.583 -0.434 0.42
H -7.39013 4.51409 -1.88554 0.341 0.026 -0.564 0.42
H -8.46274 3.13148 -0.47202 -0.268 -0.615 0.143 0.30
H -7.44251 1.65741 -0.67841 0.669 -0.173 0.680 0.19
H -9.05630 1.51116 -1.15994 -1.026 -0.062 0.203 0.31
H -4.45755 1.59538 -1.84630 -0.132 -0.444 -0.222 -0.26
H -5.86050 1.40127 -2.78373 0.500 0.541 0.629 0.01
C -0.16862 -2.50989 -7.34407 0.385 0.283 0.978 -1.11
C 0.88245 -1.49045 -6.75026 -1.126 -1.521 -0.153 -0.25
C 0.46321 -0.97208 -5.35837 1.705 1.046 -1.612 2.39
O -0.71159 -0.20748 -5.51810 0.354 0.056 0.939 -1.05
C -0.96507 0.52181 -4.30554 0.412 -0.388 -0.340 0.39
N 2.13088 -2.23078 -6.57467 -1.116 -0.060 0.627 -0.38
H -0.25865 -3.35801 -6.63238 0.029 0.457 -0.395 -0.04
H 0.16966 -2.92224 -8.29318 0.184 0.081 -0.069 0.54
H -1.16545 -2.09284 -7.49582 0.160 0.117 0.008 0.15
H 0.98765 -0.67294 -7.46367 -0.046 0.371 0.133 0.39
H 1.34378 -0.28506 -5.00924 -1.534 -1.198 -0.082 -0.87
H 0.34691 -1.84813 -4.72080 -0.084 0.222 0.384 -0.09
H -0.10890 1.15337 -4.03917 0.065 -0.325 0.000 -0.62
H -1.22007 -0.17683 -3.49688 -0.076 0.295 -0.159 -0.08
H -1.75996 1.18734 -4.54833 -0.954 0.344 0.127 0.44
H 2.65092 -1.82373 -5.81912 0.827 0.248 -0.099 -0.14
H 2.61621 -2.27180 -7.43881 0.822 -0.017 -0.445 0.30
C 5.17335 3.14139 -2.82233 -1.481 -0.921 -1.149 -1.46
C 3.78983 3.33237 -3.50320 0.095 -0.119 -1.025 0.11
C 3.00400 2.02093 -3.82029 -0.043 0.432 2.264 0.10
O 1.85579 2.17239 -4.62450 -0.246 0.999 0.878 0.50
C 2.09647 2.14141 -6.00858 -0.255 -0.914 0.017 -1.07
N 3.01869 4.29382 -2.71849 0.077 -1.408 1.060 -0.37
H 5.66762 2.43157 -3.48607 0.489 -0.317 0.495 0.52
H 5.07096 2.78285 -1.78828 0.218 0.072 -0.285 0.16
H 5.70819 4.06742 -2.90241 0.223 0.510 0.354 0.31
H 4.01325 3.69383 -4.52921 -0.128 0.574 0.538 0.29
H 2.75804 1.55713 -2.82017 -0.514 0.452 -0.845 -0.46
H 3.59064 1.28081 -4.26356 1.538 -1.130 -0.968 0.40
H 2.16030 1.08571 -6.30157 0.586 0.134 -0.302 0.16
H 2.93363 2.73937 -6.34377 0.467 0.007 0.085 0.43
H 1.22694 2.50789 -6.51672 -0.636 0.407 -0.102 0.17
H 2.86064 3.74248 -1.81931 -0.193 1.351 -1.224 -0.06
H 2.11322 4.44078 -3.15792 -0.213 0.057 0.246 0.15
```
Forces are in eV/Å.